Entry from the Open Molecules 2025 dataset: one molecule with the formula C3H3ClS in a non-equilibrium geometry (the ωB97M-V functional and the def2-TZVPD basis).

Last column: Löwdin charge in e.
Cartesian coordinates (Å):
S  -0.61  1.30  -0.07  0.65
C  0.45  -0.10  0.60  -0.54
C  1.88  0.01  0.37  -0.19
C  3.00  -0.06  -0.12  -0.59
Cl  4.63  0.22  -0.26  0.67
H  -0.63  2.25  0.95  -0.13
H  0.17  -0.38  1.53  0.01
H  0.08  -1.09  0.00  0.14

- E_HOMO: -0.3474 hartree
- SMILES: SCC#CCl
- E_tot: -26514.30004 eV
- Energy above the lowest of the compared OMol25 structures with the same formula, charge and spin: 1.662 eV
- LUMO: 0.56 eV
- Total charge: 0
- Gap between HOMO and LUMO: 0.36790 Ha
- Spin multiplicity: 1

***

Entry from the Open Molecules 2025 dataset: one molecule with the formula C3H3ClS in a non-equilibrium geometry (the ωB97M-V functional and the def2-TZVPD basis).

Last column: Löwdin charge in e.
Cartesian coordinates (Å):
C  -1.11  -0.67  -0.16  -0.02
C  0.11  -0.28  -0.02  -0.63
Cl  1.39  -1.81  0.04  0.40
C  0.65  1.03  0.10  -0.67
S  2.17  1.49  -0.34  0.70
H  -1.52  -1.74  -0.09  0.11
H  -1.76  0.17  -0.05  0.07
H  0.08  1.81  0.53  0.04

- E_HOMO (spin up / spin down): -0.3375 / -0.3375 hartree
- SMILES: C=C(Cl)C=S
- E_tot: -26515.03274 eV
- Energy above the lowest of the compared OMol25 structures with the same formula, charge and spin: 0.930 eV
- LUMO (spin up / spin down): -1.41 / -1.41 eV
- Total charge: 0
- Gap between HOMO and LUMO (spin up / spin down): 0.28555 / 0.28552 Ha
- Spin multiplicity: 1

***

Entry from the Open Molecules 2025 dataset: one molecule with the formula C3H3ClS in a non-equilibrium geometry (the ωB97M-V functional and the def2-TZVPD basis).

Last column: Löwdin charge in e.
Cartesian coordinates (Å):
S  2.52  -0.12  -0.12  0.65
C  0.91  -0.52  0.25  -0.59
C  0.20  0.69  0.26  -0.40
C  -1.16  0.91  -0.10  -0.53
Cl  -2.38  -0.38  -0.05  0.57
H  0.53  -1.61  0.17  0.10
H  1.16  1.39  0.27  0.05
H  -1.31  2.17  -0.19  0.16

- E_HOMO: -0.3231 hartree
- SMILES: S=C/C=C\Cl
- E_tot: -26513.68036 eV
- Energy above the lowest of the compared OMol25 structures with the same formula, charge and spin: 2.282 eV
- LUMO: -1.44 eV
- Total charge: 0
- Gap between HOMO and LUMO: 0.27003 Ha
- Spin multiplicity: 1

***

Entry from the Open Molecules 2025 dataset: C3H3CoLiO2 as an isolated structure in a non-equilibrium geometry (the ωB97M-V functional and the def2-TZVPD basis).

Last column: Löwdin spin population.
Cartesian coordinates (Å):
C  0.41  -0.42  -0.33  0.04
C  0.10  -1.62  -0.80  0.04
H  0.74  -2.47  -0.58  0.00
H  1.32  -0.30  0.28  0.00
H  -0.77  -1.77  -1.45  0.00
O  -0.25  0.81  -1.01  0.01
C  -0.56  1.74  -0.11  0.03
O  -0.48  1.09  1.13  0.21
Li  0.54  3.43  0.63  0.02
Co  -1.04  -0.49  2.23  3.65

- E_HOMO (spin up / spin down): -0.4292 / -0.5037 hartree
- E_tot: -45074.86181 eV
- Energy above the lowest of the compared OMol25 structures with the same formula, charge and spin: 0.811 eV
- LUMO (spin up / spin down): -4.23 / -5.45 eV
- Total charge: +1
- Gap between HOMO and LUMO (spin up / spin down): 0.27387 / 0.30359 Ha
- Spin multiplicity: 5

***

- Which value of E_tot does entry 3 give?
  -26513.68036 eV

***

- Which of these has the lowest energy above the lowest of the compared OMol25 structures with the same formula, charge and spin?
  C3H3CoLiO2

***

Please write out number 1 again, unchanged.
Entry from the Open Molecules 2025 dataset: one molecule with the formula C3H3ClS in a non-equilibrium geometry (the ωB97M-V functional and the def2-TZVPD basis).

Last column: Löwdin charge in e.
Cartesian coordinates (Å):
S  -0.61  1.30  -0.07  0.65
C  0.45  -0.10  0.60  -0.54
C  1.88  0.01  0.37  -0.19
C  3.00  -0.06  -0.12  -0.59
Cl  4.63  0.22  -0.26  0.67
H  -0.63  2.25  0.95  -0.13
H  0.17  -0.38  1.53  0.01
H  0.08  -1.09  0.00  0.14

- E_HOMO: -0.3474 hartree
- SMILES: SCC#CCl
- E_tot: -26514.30004 eV
- Energy above the lowest of the compared OMol25 structures with the same formula, charge and spin: 1.662 eV
- LUMO: 0.56 eV
- Total charge: 0
- Gap between HOMO and LUMO: 0.36790 Ha
- Spin multiplicity: 1

***

- What is the formula in the second record?
  C3H3ClS